No. 1
Density functional theory data (the ωB97M-V functional and the def2-TZVPD basis) for C5H4N2 in the gas phase at a distorted geometry.

- Relative energy (zero: lowest compared OMol25 entry of this formula, charge and spin): 589.69 kJ/mol
- 2S+1: 1
- HOMO-LUMO gap: 8.7 eV

Atoms and positions in Å:
1 C 2.64678 -0.32884 -0.07236
2 C 1.64708 -0.83666 0.53042
3 C 0.32096 -0.55252 0.58684
4 C -0.77120 -0.99186 -0.29028
5 C -1.31289 0.16252 -0.70118
6 N -0.69379 1.29233 -0.06333
7 N -0.09883 0.65920 1.08870
8 H 0.16945 1.40650 -0.64851
9 H -0.93951 -1.99175 -0.66252
10 H -2.06270 0.35774 -1.45689
11 H 0.63089 1.23615 1.48987

***

No. 2
Density functional theory data (the ωB97M-V functional and the def2-TZVPD basis) for 12 unconnected molecules or ions with the total composition H25O12 at a distorted geometry.

- Relative energy (zero: lowest compared OMol25 entry of this formula, charge and spin): 240.78 kJ/mol
- Net charge: +1
- 2S+1: 1
- HOMO-LUMO gap: 10.8 eV

Atoms and positions in Å:
1 O 2.05628 -1.68745 1.73305
2 H 0.02627 1.40743 -0.39089
3 H 0.03871 -4.60706 0.53149
4 O -0.20031 0.14715 1.29201
5 H -0.43215 -0.77960 1.22262
6 H 0.71934 0.29628 1.56660
7 O -0.45849 -2.18242 3.67223
8 H -2.53665 0.57067 -1.08094
9 O -2.99268 0.46391 0.99595
10 H -0.50437 -3.02177 4.11186
11 H -2.73772 -0.35398 1.41866
12 O 0.36451 4.02365 -1.25956
13 H -0.08278 3.20323 -1.01948
14 H 0.46782 4.08418 -2.21434
15 O 0.59485 1.01884 -1.17320
16 H -0.04954 -0.10228 -3.30600
17 H -0.10133 1.21560 -2.12397
18 O -0.08047 -4.22675 1.40137
19 H -0.86785 -4.57405 1.81946
20 H 1.58644 -2.51496 1.91262
21 O 3.99251 1.78342 -0.88870
22 H 0.31730 0.11996 -0.86791
23 H 3.67481 2.67942 -1.02348
24 O -1.98650 0.92116 -1.79785
25 H -0.16654 -1.34710 4.02589
26 H -2.59443 0.87315 -2.57446
27 O -1.13611 2.35600 0.38872
28 H -1.37360 1.67277 1.01634
29 H -1.81328 3.01500 0.24566
30 O -0.29666 0.87303 -3.46339
31 H -3.66119 1.06269 1.40361
32 H 2.75927 -1.65139 2.38300
33 O 0.35251 -2.35904 -1.25390
34 H 4.74555 1.62317 -0.32451
35 H 0.94513 -2.30855 -0.45583
36 H 0.51344 1.07767 -3.99523
37 H 0.91792 -2.77197 -1.92749

***

No. 3
Density functional theory data (the ωB97M-V functional and the def2-TZVPD basis) for 2 unconnected molecules or ions with the total composition C6H13N at a distorted geometry.

- Relative energy (zero: lowest compared OMol25 entry of this formula, charge and spin): 184.80 kJ/mol
- SMILES: C=C=CC.CCN
- 2S+1: 1
- HOMO-LUMO gap: 10.2 eV

Atoms and positions in Å:
1 C -1.76978 0.76798 0.19174
2 C -1.27456 2.16391 -0.15979
3 N -1.50792 -0.04783 -1.00336
4 H -1.91270 -0.97242 -0.88575
5 H -0.50893 -0.20389 -1.10091
6 H -2.85218 0.77688 0.34585
7 H -1.27075 0.40208 1.10304
8 H -0.18902 2.21378 -0.12142
9 H -1.71245 2.91224 0.49391
10 H -1.59256 2.21985 -1.24793
11 C 2.20487 0.17604 -0.51136
12 C 1.90836 -1.27951 -0.29479
13 C 0.26604 -2.20422 1.48563
14 C 1.06365 -1.74076 0.57595
15 H 2.45025 -1.97246 -0.92843
16 H 3.28162 0.34957 -0.43863
17 H 1.87819 0.48584 -1.50798
18 H 1.70059 0.79158 0.23504
19 H -0.77537 -2.40873 1.28616
20 H 0.61265 -2.42992 2.48302

***

No. 4
Density functional theory data (the ωB97M-V functional and the def2-TZVPD basis) for CH4O in the gas phase at a distorted geometry.

- Relative energy (zero: lowest compared OMol25 entry of this formula, charge and spin): 41.64 kJ/mol
- SMILES: CO
- 2S+1: 1
- HOMO-LUMO gap: 11.6 eV

Atoms and positions in Å:
1 C 0.33261 -0.08652 0.03060
2 O -1.14191 -0.36023 0.03272
3 H 0.95348 -0.55383 -0.67879
4 H 0.86650 -0.38763 0.91994
5 H 0.58412 0.92801 -0.10366
6 H -1.59480 0.46021 -0.20080

***

No. 5
Density functional theory data (the ωB97M-V functional and the def2-TZVPD basis) for a molecular structure, C4H4O2Pr at a distorted geometry.

- Relative energy (zero: lowest compared OMol25 entry of this formula, charge and spin): 0.00 kJ/mol
- Net charge: +2
- 2S+1: 4
- HOMO-LUMO gap (alpha / beta): 5.9 / 5.9 eV

Atoms and positions in Å:
1 O -2.87373 2.87802 0.74208
2 C -2.48241 3.04894 -0.39632
3 C -1.88048 1.88011 -1.06076
4 H -2.83846 3.89225 -1.01827
5 H -2.18839 1.68080 -2.09213
6 C -1.09466 0.79398 -0.35723
7 C -0.09720 -0.00635 -0.98673
8 O 0.85514 -0.56261 -0.46769
9 Pr 2.77933 -2.61474 -0.71100
10 H -1.13168 0.81467 0.73439
11 H -1.00038 -0.63265 -1.47123

***

No. 6
Density functional theory data (the ωB97M-V functional and the def2-TZVPD basis) for a molecular structure, C5H20AgCl2N8O5 at a distorted geometry.

- Relative energy (zero: lowest compared OMol25 entry of this formula, charge and spin): 0.00 kJ/mol
- 2S+1: 2
- HOMO-LUMO gap (alpha / beta): 8.8 / 6.8 eV

Atoms and positions in Å:
1 Ag -0.31433 -0.28498 -0.44372
2 Cl 0.38911 1.91546 -1.54097
3 Cl -0.69281 -2.42655 0.86076
4 C -3.45342 -1.21588 -1.82835
5 O -2.11748 -0.75085 -2.03321
6 H -4.03461 -0.46255 -1.29248
7 H -3.93535 -1.33231 -2.80126
8 H -3.42164 -2.12933 -1.24227
9 H -2.01182 -0.50464 -2.95377
10 C -3.00233 0.64196 1.22233
11 O -2.22773 0.85262 0.29499
12 N -2.64894 0.02569 2.37217
13 N -4.33039 0.99695 1.11675
14 H -1.67319 -0.19493 2.49462
15 H -3.35543 -0.19905 3.04593
16 H -4.90988 1.02968 1.93506
17 H -4.60932 1.51458 0.30549
18 C 1.21766 -1.45380 -3.35391
19 O 0.77207 -1.23798 -2.23171
20 N 0.93719 -2.60056 -4.02705
21 N 2.06311 -0.55979 -3.93860
22 H 0.44963 -3.31151 -3.51229
23 H 1.40113 -2.84384 -4.88179
24 H 2.66822 -0.76693 -4.71079
25 H 2.27518 0.25828 -3.39138
26 C 3.03980 0.01149 0.28908
27 O 1.86655 -0.30699 0.33421
28 N 3.46075 1.03705 -0.51888
29 N 3.98528 -0.66402 1.01299
30 H 2.69975 1.62377 -0.84470
31 H 4.38105 1.41136 -0.37529
32 H 3.60537 -1.44271 1.52042
33 H 4.91997 -0.33541 1.15428
34 C 0.57382 1.50726 3.11485
35 O 0.09961 0.98878 2.11654
36 N 0.27267 2.79539 3.49557
37 N 1.37947 0.79270 3.97010
38 H -0.06662 3.38215 2.75192
39 H 0.84282 3.21816 4.20736
40 H 1.46255 -0.17318 3.70264
41 H 2.04252 1.19446 4.60434